Entry 1:
A cluster of 2 separate species, C34H55FN3O4 in total at a distorted geometry. Source: OMol25; level of theory: wB97M-V/def2-TZVPD.

Geometry as ORCA input:
```
! RIJCOSX wB97M-V def2-TZVPD def2/J DEFGRID3
* xyz 1 1
C 5.682 -1.971 2.172
C 4.777 -3.342 1.908
C 3.174 -3.083 2.205
C 2.598 -2.164 0.970
C 1.790 -2.994 -0.190
C 1.500 -2.095 -1.570
C -0.021 -1.516 -1.612
N -0.371 -0.355 -0.711
C 0.737 0.653 -0.489
F 0.532 1.552 0.710
C 0.982 1.691 -1.758
C 2.369 1.378 -2.604
C 3.746 1.573 -1.724
N 3.610 2.517 -0.544
O -0.135 1.491 -2.688
C -1.344 1.712 -1.826
C -2.489 2.281 -2.837
C -2.417 3.893 -3.158
C -0.937 4.571 -3.040
O -0.261 4.760 -4.207
N -0.228 5.014 -1.781
C -1.122 5.785 -0.836
C -0.746 7.394 -0.600
C -1.658 8.294 0.436
C -2.952 7.664 1.239
C -3.337 6.059 1.041
C -2.393 5.186 0.013
C -1.739 0.294 -1.028
C -2.502 0.838 0.357
C -4.035 1.381 0.118
C -4.644 1.689 1.645
O -5.560 2.855 1.644
C -2.776 -0.647 -1.862
C -3.341 -1.995 -1.144
C -3.231 -3.409 -2.038
C -3.794 -4.864 -1.499
C -4.494 -4.982 -0.019
C -4.633 -3.626 0.901
C -4.054 -2.175 0.308
H 5.003 -1.009 2.317
H 6.321 -1.790 1.183
H 6.422 -2.087 3.083
H 5.125 -4.227 2.593
H 4.857 -3.589 0.748
H 2.557 -4.057 2.408
H 3.095 -2.423 3.195
H 1.887 -1.284 1.352
H 3.510 -1.614 0.451
H 0.726 -3.257 0.265
H 2.325 -4.002 -0.479
H 1.615 -2.877 -2.464
H 2.351 -1.290 -1.736
H -0.185 -1.128 -2.729
H -0.679 -2.495 -1.417
H -0.536 -0.791 0.248
H 1.793 0.211 -0.249
H 1.094 2.774 -1.331
H 2.308 0.353 -3.176
H 2.410 2.213 -3.455
H 4.595 1.947 -2.474
H 4.067 0.503 -1.358
H 4.432 3.188 -0.614
H 3.854 1.923 0.299
H -1.164 2.588 -1.033
H -3.598 2.062 -2.540
H -2.320 1.735 -3.885
H -3.260 4.408 -2.522
H -2.760 4.012 -4.295
H 0.502 5.708 -2.115
H 0.166 7.892 -1.138
H -1.416 9.439 0.633
H -3.649 8.272 1.965
H -4.225 5.518 1.598
H -2.645 4.033 -0.167
H -1.958 1.772 0.841
H -2.421 -0.022 1.178
H -4.769 0.579 -0.341
H -4.081 2.415 -0.442
H -3.762 1.856 2.430
H -5.223 0.715 1.990
H -5.990 2.893 0.739
H -2.348 -0.961 -2.935
H -3.774 -0.070 -2.182
H -2.732 -3.398 -3.114
H -3.701 -5.804 -2.214
H -4.910 -6.052 0.307
H -5.169 -3.701 1.952
H -4.214 -1.244 0.988
C 5.695 -6.992 5.039
C 4.391 -6.333 4.640
O 4.015 -6.754 3.337
H 6.489 -6.738 4.329
H 6.002 -6.675 6.040
H 5.597 -8.083 5.030
H 4.500 -5.245 4.629
H 3.590 -6.593 5.339
H 3.912 -7.721 3.360
*
```

=====

Entry 2:
A cluster of 11 separate species, C34H55NO32 in total at a distorted geometry. Source: OMol25; level of theory: wB97M-V/def2-TZVPD.

Calculated values
SMILES: C[N+](=O)[O-].CCOC(=O)OC.CCOC(=O)OC.CCOC(=O)OC.O=C1OCCO1.O=C1OCCO1.O=C1OCCO1.O=C1OCCO1.O=C1OCCO1.O=C1OCCO1.O=C1OCCO1

Geometry as ORCA input:
```
! RIJCOSX wB97M-V def2-TZVPD def2/J DEFGRID3
* xyz 0 1
C -4.950 2.028 3.416
C -4.257 2.983 4.346
O -3.601 2.170 5.364
C -2.332 1.787 5.200
O -1.788 1.075 5.989
O -1.747 2.349 4.122
C -0.298 2.372 4.107
H -4.256 1.397 2.852
H -5.557 2.536 2.664
H -5.588 1.375 4.006
H -4.934 3.638 4.897
H -3.557 3.667 3.861
H 0.096 1.488 3.617
H 0.111 2.489 5.112
H -0.006 3.236 3.510
C -0.671 3.352 0.572
C 0.476 2.460 0.115
O 0.530 1.254 0.955
C 0.826 0.049 0.454
O 1.306 -0.182 -0.608
O 0.376 -0.876 1.341
C 0.637 -2.257 0.949
H -0.767 3.366 1.653
H -1.602 2.951 0.160
H -0.384 4.357 0.246
H 1.475 2.909 0.230
H 0.391 2.112 -0.926
H 1.704 -2.446 1.100
H 0.312 -2.374 -0.080
H 0.054 -2.821 1.683
C 1.813 -3.269 -6.597
C 2.578 -2.130 -5.953
O 2.800 -2.384 -4.525
C 3.648 -1.507 -3.958
O 4.009 -0.483 -4.413
O 4.031 -1.926 -2.742
C 3.444 -3.074 -2.092
H 1.538 -2.936 -7.594
H 0.939 -3.570 -6.010
H 2.353 -4.212 -6.701
H 1.999 -1.211 -6.090
H 3.551 -2.013 -6.428
H 3.079 -3.804 -2.805
H 2.582 -2.754 -1.501
H 4.235 -3.440 -1.444
C 2.504 2.134 -3.450
C 3.381 2.483 -2.295
O 3.147 3.890 -2.095
C 2.066 4.269 -2.824
O 1.656 5.410 -2.850
O 1.543 3.208 -3.456
H 1.945 1.209 -3.326
H 2.978 2.162 -4.435
H 4.473 2.423 -2.448
H 3.139 1.990 -1.347
C -0.243 -2.292 4.482
C -0.013 -1.861 5.908
O 0.986 -2.783 6.400
C 1.277 -3.741 5.482
O 2.078 -4.597 5.608
O 0.481 -3.549 4.380
H 0.219 -1.623 3.753
H -1.278 -2.568 4.238
H -0.868 -1.993 6.569
H 0.416 -0.861 6.030
C -3.329 -0.075 0.121
C -3.181 -1.336 -0.705
O -3.103 -2.409 0.254
C -3.327 -1.921 1.501
O -3.300 -2.558 2.473
O -3.556 -0.594 1.446
H -4.198 0.529 -0.155
H -2.418 0.532 0.193
H -2.284 -1.382 -1.322
H -4.047 -1.526 -1.329
C -1.501 -6.076 1.958
C -2.145 -5.843 0.601
O -1.043 -5.746 -0.311
C 0.076 -5.497 0.358
O 1.101 -5.235 -0.176
O -0.119 -5.689 1.705
H -1.430 -7.114 2.323
H -1.909 -5.409 2.714
H -2.752 -4.925 0.592
H -2.802 -6.642 0.262
C -3.347 4.302 -3.178
C -1.919 4.635 -2.808
O -1.316 3.328 -2.933
C -2.230 2.383 -2.658
O -2.016 1.261 -2.410
O -3.475 2.945 -2.685
H -3.490 4.237 -4.256
H -4.095 4.905 -2.671
H -1.806 4.948 -1.767
H -1.419 5.336 -3.475
C 4.719 -2.484 2.614
C 4.437 -1.432 1.549
O 3.493 -0.571 2.168
C 3.277 -0.931 3.458
O 2.494 -0.426 4.122
O 4.085 -1.964 3.793
H 5.772 -2.670 2.849
H 4.288 -3.461 2.393
H 4.029 -1.822 0.616
H 5.342 -0.898 1.241
C -1.416 -1.452 -4.255
C -0.366 -1.397 -3.174
O -0.183 -2.783 -2.807
C -1.284 -3.467 -3.204
O -1.575 -4.601 -2.955
O -2.071 -2.677 -3.960
H -0.991 -1.530 -5.254
H -2.143 -0.651 -4.178
H -0.672 -0.824 -2.305
H 0.616 -1.034 -3.481
C 0.683 8.718 0.291
N 0.434 7.290 -0.162
O 0.905 6.433 0.565
O -0.213 7.143 -1.141
H 0.267 9.365 -0.475
H 1.756 8.906 0.387
H 0.207 8.809 1.267
*
```

=====

Entry 3:
A cluster of 3 separate species, C34H56BrF9N2O8S in total at a distorted geometry. Source: OMol25; level of theory: wB97M-V/def2-TZVPD.

Geometry as ORCA input:
```
! RIJCOSX wB97M-V def2-TZVPD def2/J DEFGRID3
* xyz 0 1
C 1.179 5.852 0.695
C -0.211 6.654 0.342
C -1.585 5.803 0.774
C -1.582 5.418 2.383
C -2.923 4.616 2.884
C -2.740 2.991 3.037
C -1.399 2.521 3.855
C -1.488 0.985 4.474
C -1.429 -0.177 3.272
C -0.434 -1.433 3.662
C 0.216 -2.187 2.320
C 1.833 -2.431 2.428
C 2.763 -1.221 1.830
C 3.031 -1.281 0.213
Br 3.927 -3.059 -0.232
C 4.226 -0.232 -0.304
S 5.753 -1.363 -0.118
C 4.645 1.018 0.670
C 5.083 2.326 -0.276
C 3.800 3.175 -0.845
C 4.137 4.728 -1.272
O 4.671 4.873 -2.651
C 4.051 6.094 -3.258
N 4.109 0.068 -1.810
C 2.714 -0.490 -2.144
O 2.489 -0.682 -3.446
C 1.803 -0.785 -0.809
C 0.897 -2.084 -1.221
C -0.706 -1.798 -1.400
C -1.173 -1.450 -2.946
F -0.473 -0.295 -3.553
F -2.625 -1.048 -2.845
F -1.122 -2.601 -3.876
C 1.108 0.555 -0.174
O 0.205 1.279 -1.103
N -0.372 2.240 -0.333
O -1.583 2.059 -0.263
H 2.068 6.554 0.322
H 1.276 4.867 0.029
H 1.343 5.630 1.834
H -0.190 7.703 0.860
H -0.263 6.836 -0.836
H -2.511 6.516 0.570
H -1.689 4.808 0.166
H -0.566 4.908 2.664
H -1.593 6.466 2.956
H -3.396 5.104 3.861
H -3.746 4.785 2.036
H -3.673 2.612 3.678
H -2.848 2.427 1.992
H -0.519 2.477 3.049
H -1.025 3.316 4.661
H -2.457 0.862 5.118
H -0.567 0.835 5.216
H -1.181 0.334 2.242
H -2.547 -0.585 3.191
H -1.101 -2.210 4.275
H 0.456 -1.147 4.366
H -0.147 -1.674 1.333
H -0.283 -3.272 2.323
H 2.058 -3.495 1.996
H 2.081 -2.496 3.594
H 3.829 -1.331 2.356
H 2.319 -0.211 2.225
H 6.910 -0.566 -0.122
H 5.577 0.805 1.350
H 3.760 1.400 1.336
H 5.732 3.094 0.367
H 5.772 2.019 -1.180
H 3.324 2.594 -1.772
H 2.998 3.249 0.036
H 3.099 5.315 -1.276
H 4.804 5.308 -0.472
H 4.707 6.522 -4.155
H 2.972 5.783 -3.653
H 3.957 6.978 -2.480
H 4.744 -0.687 -2.206
H 0.994 -2.904 -0.359
H 1.286 -2.637 -2.203
H -1.154 -1.002 -0.653
H -1.257 -2.822 -1.129
H 0.464 0.352 0.807
H 1.922 1.358 0.163
C -6.561 -3.361 0.610
C -6.943 -2.345 1.671
O -6.686 -2.867 2.983
C -5.392 -2.770 3.428
O -4.478 -2.276 2.772
C -5.270 -3.314 4.851
F -5.925 -4.499 5.020
F -5.792 -2.456 5.774
F -3.980 -3.539 5.227
H -7.067 -4.315 0.791
H -6.831 -3.000 -0.387
H -5.486 -3.564 0.626
H -8.018 -2.144 1.614
H -6.428 -1.390 1.520
C -1.355 -4.852 -5.935
C 0.137 -5.127 -5.878
O 0.387 -6.454 -5.392
C 0.287 -7.464 -6.315
O 0.000 -7.285 -7.497
C 0.625 -8.811 -5.678
F 0.028 -8.984 -4.463
F 1.964 -8.957 -5.467
F 0.242 -9.873 -6.441
H -1.818 -5.038 -4.960
H -1.547 -3.816 -6.227
H -1.851 -5.512 -6.653
H 0.609 -4.436 -5.172
H 0.615 -4.969 -6.852
*
```

=====

Entry 4:
A structure of composition C34H56Cl4F20HfN2O24P2S4 at a distorted geometry. Source: OMol25; level of theory: wB97M-V/def2-TZVPD.

Geometry as ORCA input:
```
! RIJCOSX wB97M-V def2-TZVPD def2/J DEFGRID3
* xyz 0 1
Hf 13.563 0.586 0.254
P 13.751 3.667 -0.788
F 14.923 2.785 -0.108
F 13.498 2.299 -1.673
F 12.708 2.850 0.237
F 12.489 4.342 -1.468
F 13.905 4.769 0.343
F 14.760 4.341 -1.798
P 12.818 -2.550 0.921
F 13.841 -3.499 1.681
F 14.044 -1.908 0.105
F 12.575 -3.575 -0.241
F 11.930 -1.319 0.302
F 11.583 -2.990 1.805
F 13.174 -1.244 1.975
C 11.512 3.005 3.518
F 10.793 2.928 4.602
F 10.756 3.318 2.479
F 12.512 3.832 3.619
S 12.222 1.221 3.071
O 12.068 0.299 4.138
O 11.599 0.841 1.824
N 13.784 1.417 2.330
S 14.684 1.592 3.659
O 14.082 2.162 4.839
O 15.411 0.369 3.890
C 15.942 2.888 3.034
F 16.624 2.392 2.032
F 15.235 3.951 2.612
F 16.690 3.341 4.010
N 15.674 0.198 -0.109
S 16.811 -0.811 0.455
O 17.989 -0.169 0.961
O 16.895 -2.042 -0.279
F 15.935 -1.192 1.749
S 16.808 0.759 -1.374
O 17.473 -0.235 -2.158
O 17.467 1.975 -1.032
F 15.668 1.201 -2.375
Cl 14.791 -4.843 4.848
C 14.516 -3.757 6.228
C 14.017 -2.456 5.623
Cl 13.596 -1.251 6.815
H 15.441 -3.656 6.786
H 13.741 -4.161 6.875
H 13.112 -2.739 5.084
H 14.681 -1.987 4.899
Cl 19.469 6.431 -1.147
C 19.098 4.910 -0.305
C 17.671 4.918 0.146
Cl 17.408 6.121 1.435
H 19.865 4.797 0.458
H 19.314 4.121 -1.026
H 17.351 3.975 0.576
H 16.997 5.250 -0.637
C 10.393 1.922 -0.652
O 11.434 0.981 -0.977
C 11.218 0.491 -2.301
C 12.048 -0.711 -2.544
O 13.333 -0.560 -1.963
C 14.249 -1.455 -2.600
H 9.408 1.553 -0.937
H 10.575 2.817 -1.250
H 10.393 2.176 0.399
H 11.404 1.326 -2.983
H 10.189 0.164 -2.471
H 11.966 -0.907 -3.618
H 11.576 -1.593 -2.101
H 15.243 -1.425 -2.162
H 14.440 -1.076 -3.609
H 13.945 -2.497 -2.699
C 14.930 7.824 4.494
O 13.781 8.270 3.796
C 13.156 7.234 3.062
C 11.745 6.970 3.577
O 11.817 6.507 4.916
C 10.570 6.246 5.455
H 15.750 7.493 3.854
H 14.641 6.988 5.138
H 15.293 8.603 5.163
H 13.676 6.284 3.226
H 13.235 7.422 1.991
H 11.183 6.222 3.001
H 11.098 7.844 3.427
H 9.972 5.498 4.912
H 9.927 7.128 5.572
H 10.684 5.810 6.451
C 22.829 -1.548 0.605
O 22.142 -0.300 0.663
C 22.989 0.702 1.167
C 22.198 1.972 1.380
O 21.320 1.828 2.470
C 20.189 2.662 2.446
H 22.085 -2.283 0.306
H 23.252 -1.831 1.570
H 23.621 -1.521 -0.147
H 23.763 0.860 0.404
H 23.454 0.413 2.118
H 21.658 2.162 0.443
H 22.792 2.863 1.617
H 19.457 2.279 1.726
H 20.468 3.698 2.228
H 19.640 2.674 3.387
C 7.738 3.792 3.185
O 6.470 3.984 3.738
C 6.482 4.138 5.157
C 5.059 4.130 5.649
O 4.354 2.956 5.295
C 3.130 2.869 6.029
H 8.441 4.612 3.398
H 7.658 3.792 2.099
H 8.232 2.895 3.574
H 6.897 5.140 5.307
H 7.075 3.369 5.658
H 4.526 5.068 5.466
H 5.165 4.087 6.743
H 3.219 3.230 7.056
H 2.814 1.830 6.024
H 2.423 3.517 5.506
C 16.147 -0.549 9.584
C 15.965 0.597 8.903
C 16.421 0.872 7.526
O 16.157 1.885 6.912
C 17.070 -0.270 6.934
C 17.140 -1.456 7.531
C 16.681 -1.747 8.921
O 16.765 -2.850 9.413
O 17.618 -2.516 6.842
O 15.438 1.642 9.569
H 15.882 -0.671 10.625
H 17.390 -0.254 5.899
H 17.679 -3.260 7.466
H 15.244 2.388 8.984
C 19.662 2.209 7.662
C 19.238 3.334 7.063
C 19.092 4.622 7.806
O 18.818 5.691 7.309
C 19.212 4.466 9.263
C 19.777 3.394 9.822
C 20.038 2.138 9.063
O 20.456 1.132 9.598
O 20.060 3.311 11.128
O 19.114 3.442 5.731
H 19.751 1.301 7.080
H 18.976 5.334 9.865
H 20.276 2.399 11.375
H 18.970 4.394 5.570
*
```

=====

Which electronic energy belongs to each record? In order, -51495.99870 -103158.42746 -160844.75314 -255955.35937 eV.